{
  "formula": "C6H5NO",
  "method": "ωB97M-V/def2-TZVPD",
  "species": ["O", "N", "C", "C", "C", "C", "C", "C", "H", "H", "H", "H", "H"],
  "xyz": [[0.2616, 0.7364, -0.3680], [-0.5869, -1.0673, 0.4688], [0.4469, -1.9416, -2.6807], [-0.1069, 1.0490, 0.9658], [-0.6314, -0.1599, 1.4609], [-0.0501, -0.4930, -0.5436], [0.2901, -1.3113, -1.6884], [0.2947, 2.3399, 1.7040], [1.3969, 2.2008, 1.8043], [0.1264, 3.3099, 1.1030], [-0.1576, 2.3603, 2.6599], [-1.0718, -0.4235, 2.3908], [0.2620, -2.7666, -3.6033]],
  "atomic_forces_ev_per_a": [[0.8, 3.7, 1.5], [-0.6, -1.8, 0.4], [-0.9, -4.1, -4.4], [-0.8, -1.5, 1.0], [0.8, 2.9, -1.4], [-0.1, -3.5, -0.7], [-0.4, 2.3, 1.1], [1.4, -0.2, -3.4], [-0.6, 0.6, 0.3], [0.0, -1.6, 1.0], [-0.5, 0.1, 0.8], [-0.1, 0.2, 0.7], [1.0, 3.1, 3.2]],
  "lowdin_charge": [0.1184, 0.1187, 0.0784, -0.1999, -0.0718, -0.4530, -0.0581, -0.0176, 0.0880, 0.1076, 0.0563, 0.1036, 0.1295],
  "smiles": "C#Cc1ncc(C)o1",
  "homo_energy_ev": -8.709,
  "homo_lumo_gap_ev": 9.59,
  "e_above_lowest_kcal_mol": 49.98,
  "lumo_ev": 0.881,
  "e_tot_ha": -361.50458
}